# 1
{"formula": "C12H22AsOP2PmS4", "method": "the ωB97M-V functional and the def2-TZVPD basis", "lumo_ev": [-0.67, -0.64], "s2": 6.01, "multiplicity": 5, "total_energy_ha": -5665.3739, "de_lowest_kj_mol": 0.0, "orbital_gap_ev": [6.7, 6.8], "elements": ["Pm", "C", "P", "C", "C", "C", "C", "C", "C", "C", "P", "C", "C", "H", "H", "H", "H", "H", "H", "H", "H", "H", "H", "H", "H", "H", "H", "H", "H", "S", "As", "S", "S", "S", "C", "C", "O", "H", "H", "H", "H", "H", "H"], "xyz": [[-0.00765, 1.18915, -1.27953], [0.78113, 1.29120, 3.00714], [0.97117, 0.32670, 1.46645], [2.77675, 0.40072, 1.33892], [0.64987, -1.36365, 1.88898], [1.43430, -1.87420, 2.92257], [1.14410, -3.15282, 3.37248], [0.22616, -3.95158, 2.77294], [-0.56890, -3.40851, 1.76314], [-0.34122, -2.09774, 1.30709], [-1.36742, -1.39341, 0.00249], [-1.38687, -2.66921, -1.34337], [-3.08961, -1.71910, 0.59390], [1.67506, 1.13942, 3.62421], [-0.05275, 0.92969, 3.56126], [0.64770, 2.29687, 2.77201], [3.33039, 0.09219, 2.21463], [3.02407, 1.44724, 1.03535], [3.14813, -0.19941, 0.51523], [2.24180, -1.26520, 3.33764], [1.84567, -3.68907, 4.05056], [0.09740, -5.05226, 3.00225], [-1.32708, -4.05973, 1.30681], [-0.43854, -2.91972, -1.79167], [-1.95880, -2.30084, -2.22968], [-1.94127, -3.52461, -0.97369], [-3.07523, -2.58175, 1.27202], [-3.72943, -1.97269, -0.25196], [-3.52034, -0.81042, 1.10407], [3.47276, 0.51091, -4.65525], [2.05605, 0.68846, -3.15025], [0.03669, 1.09876, -3.92548], [1.58551, -0.96030, -1.79390], [2.38532, 2.26295, -1.60198], [-1.50455, 4.23249, -3.61889], [-0.55124, 4.23141, -2.47351], [-1.16475, 3.42447, -1.42188], [-1.11420, 4.53128, -4.60497], [-2.37333, 4.93547, -3.36403], [-2.02585, 3.25977, -3.77521], [-0.30549, 5.22715, -2.10450], [0.37036, 3.65695, -2.67623], [-2.05587, 3.79296, -1.19614]]}

# 2
{"formula": "C6H15NO", "method": "the ωB97M-V functional and the def2-TZVPD basis", "lumo_ev": 1.00, "total_energy_ha": -367.5539, "de_lowest_kj_mol": 203.1, "orbital_gap_ev": 9.6, "smiles": "C=CC[C@@H](C)NC.O", "elements": ["C", "C", "C", "C", "C", "N", "C", "H", "H", "H", "H", "H", "H", "H", "H", "H", "H", "H", "H", "H", "O", "H", "H"], "xyz": [[2.70933, 0.78136, -0.40090], [2.33463, -0.23508, 0.36219], [1.26306, -1.20521, -0.07514], [-0.09997, -0.55754, -0.42894], [-1.09128, -1.65960, -0.80566], [-0.66438, 0.20978, 0.68542], [-0.29800, 1.55788, 1.08793], [3.48161, 1.48481, -0.12218], [2.27739, 0.92233, -1.38421], [2.57389, -0.21034, 1.41608], [1.62230, -1.82088, -0.90096], [0.99552, -1.89247, 0.73366], [0.04916, 0.17000, -1.23061], [-0.72711, -2.61894, -0.45004], [-2.10749, -1.46703, -0.48402], [-1.12185, -1.76471, -1.88916], [-0.94352, -0.41595, 1.42649], [-0.69144, 2.27725, 0.36460], [0.77832, 1.71012, 1.12766], [-0.75361, 1.70674, 2.05981], [-3.12039, 0.76527, -0.36440], [-2.28705, 0.73750, 0.17455], [-3.23988, 1.65282, -0.70762]]}

# 3
{"formula": "C4H12N3", "method": "the ωB97M-V functional and the def2-TZVPD basis", "lumo_ev": -8.36, "total_charge": 1, "total_energy_ha": -323.4357, "de_lowest_kj_mol": 636.8, "orbital_gap_ev": 5.2, "elements": ["C", "C", "C", "N", "C", "N", "N", "H", "H", "H", "H", "H", "H", "H", "H", "H", "H", "H", "H"], "xyz": [[1.59392, 0.20690, 1.13236], [0.56889, -0.92810, 0.86216], [1.07688, -2.36567, 1.00462], [-3.12972, 1.29195, -1.80677], [-1.75540, 1.08014, -1.88716], [-0.99063, 1.09591, -0.88389], [1.11585, 1.43638, 0.60453], [1.64841, 0.27267, 2.27555], [2.68372, -0.01471, 0.85697], [-0.32283, -0.75294, 1.46395], [0.27321, -0.81720, -0.20799], [1.92837, -2.57118, 0.30886], [1.45049, -2.74948, 1.95482], [-3.54141, 1.48835, -2.70542], [-3.41056, 1.93304, -1.07664], [-1.53120, 0.83667, -2.95520], [0.26880, -3.01600, 0.67839], [0.29418, 1.38213, -0.06086], [1.77901, 2.19114, 0.44171]]}

# 4
{"formula": "C4H6BrN3", "method": "the ωB97M-V functional and the def2-TZVPD basis", "lumo_ev": 0.75, "total_energy_ha": -2894.1546, "de_lowest_kj_mol": 339.1, "orbital_gap_ev": 7.4, "elements": ["C", "C", "C", "C", "N", "N", "N", "Br", "H", "H", "H", "H", "H", "H"], "xyz": [[1.21490, -0.46740, -0.22504], [0.54165, 1.61919, -0.08218], [-0.92223, 0.27441, 0.02530], [-0.44483, -2.22757, -0.08389], [1.47225, 0.80378, -0.11200], [-0.09755, -0.80928, -0.14354], [0.40914, 2.94376, 0.13058], [-2.74681, 0.32771, -0.05545], [2.05226, -1.13546, -0.39689], [-0.80423, -2.70868, -0.98021], [0.30911, -2.80393, 0.28658], [-1.44620, -2.34705, 0.61212], [-0.45477, 3.32243, 0.15218], [0.91732, 3.20810, 0.87243]]}